(a)
A cluster of 2 separate species, C5H11N3P in total, computed with ωB97M-V/def2-TZVPD.

Output
E_LUMO ... -0.1024 Eh
Total charge ... +1
Orbital gap ... 0.36085 Ha
HOMO level ... -12.606 eV

CARTESIAN COORDINATES (ANGSTROEM)
C  2.4473  -1.7466  0.0276
C  1.1269  -2.0171  0.1772
C  1.3699  0.1740  0.2207
C  1.0989  1.6177  0.2998
C  -5.1564  -0.5036  -0.3550
N  2.5792  -0.3799  0.0579
N  0.4819  -0.8212  0.3036
N  3.7324  0.3579  -0.1039
P  -3.6653  -0.1952  0.3082
H  3.2823  -2.4045  -0.1020
H  0.2350  1.8773  -0.3100
H  0.8819  1.9169  1.3247
H  1.9678  2.1701  -0.0458
H  -5.7436  0.2342  -0.8761
H  0.6184  -2.9583  0.2075
H  -5.5814  -1.4897  -0.2808
H  -0.5170  -0.7064  0.4326
H  4.3756  -0.1001  -0.7454
H  4.2055  0.5452  0.7778
H  -3.5672  1.1662  -0.0472

=====

(b)
The ion C5H11N3P with charge +1, computed with ωB97M-V/def2-TZVPD.

Output
E_LUMO ... -0.2204 Eh
Total charge ... +1
Orbital gap ... 0.25859 Ha
HOMO level ... -13.033 eV

CARTESIAN COORDINATES (ANGSTROEM)
H  -2.4854  -0.7747  3.2370
P  -2.2362  -1.2306  1.8791
N  -0.9449  -0.0495  1.6629
C  -0.2943  0.1208  0.4910
N  -0.7393  0.3608  -0.7496
C  -2.1241  0.2211  -1.2151
C  0.3079  0.4571  -1.7253
C  1.6229  0.0570  -0.9051
N  1.1048  0.0346  0.4687
C  1.8509  -0.1377  1.6521
H  -2.2766  -0.7796  -1.4334
H  -2.9019  0.6800  -0.5444
H  -2.1619  0.7729  -2.2199
H  0.4812  1.4436  -2.2364
H  0.0390  -0.3088  -2.4022
H  1.9993  -0.9619  -1.1721
H  2.3995  0.8148  -0.9150
H  2.5097  -1.0468  1.6373
H  2.5559  0.6620  2.0159
H  1.2936  -0.3353  2.4746

=====

The least stable of them is (b).

=====

(a)
A cluster of 2 separate species, C2H4Br2 in total, computed with ωB97M-V/def2-TZVPD.

Output
E_LUMO (spin up / spin down) ... -0.0827 / -0.0632 Eh
Orbital gap (spin up / spin down) ... 0.24508 / 0.27585 Ha
HOMO level (spin up / spin down) ... -8.921 / -9.225 eV

CARTESIAN COORDINATES (ANGSTROEM)
C  -0.6460  0.1786  -0.6047
C  0.5609  0.3187  0.2056
Br  2.0859  -0.5313  -0.4030
Br  -0.0045  -1.4087  2.4835
H  -0.3248  0.5698  -1.6086
H  -0.8587  -0.8479  -0.9616
H  -1.4418  0.5650  -0.0310
H  0.6291  1.1558  0.9197

=====

(b)
The molecule C2H4Br2, computed with ωB97M-V/def2-TZVPD.

Output
E_LUMO ... 0.0239 Eh
Orbital gap ... 0.39384 Ha
HOMO level ... -10.068 eV

CARTESIAN COORDINATES (ANGSTROEM)
Br  17.9364  -11.0678  -18.9174
C  19.1470  -11.5858  -20.4221
C  19.2167  -13.1272  -20.5988
Br  17.4988  -13.9384  -20.8346
H  20.1338  -11.1760  -20.2068
H  18.7322  -11.2159  -21.3598
H  19.6990  -13.6425  -19.7682
H  19.8233  -13.4077  -21.4599

=====

The least stable of them is (a).